<one>
Entry from OMol25: the molecule C4H8O2 (ωB97M-V with the def2-TZVPD basis set).

For the HOMO-LUMO gap, the calculation gives 7.889 eV. Its LUMO energy is 0.84 eV. The charge is 0. Its highest occupied orbital energy is -7.045 eV.

Cartesian coordinates (Å):
C (0.3931, -1.0943, 0.4235)
C (-1.0269, -0.6985, 0.7356)
O (-0.9485, 0.6269, 1.2341)
C (-0.0851, 1.3297, 0.4029)
O (0.9151, 0.3533, -0.0390)
C (0.8743, -0.0694, -1.6120)
H (1.0410, -1.2568, 1.2778)
H (0.4806, -1.9086, -0.3206)
H (-1.6489, -0.7495, -0.1701)
H (-1.4642, -1.3153, 1.5202)
H (0.3688, 2.1395, 0.9897)
H (-0.5915, 1.7368, -0.4886)
H (1.7541, 0.4179, -2.0443)
H (0.0523, 0.5785, -1.9393)

Computed natural (NBO) charges, given in elementary charges: atom 1 (C): -0.05, atom 2 (C): -0.13, atom 3 (O): -0.51, atom 4 (C): 0.23, atom 5 (O): -0.43, atom 6 (C): -0.59, atom 7 (H): 0.20, atom 8 (H): 0.27, atom 9 (H): 0.19, atom 10 (H): 0.22, atom 11 (H): 0.19, atom 12 (H): 0.17, atom 13 (H): 0.14, atom 14 (H): 0.11

=====

<two>
Entry from OMol25: the molecule C4H8O2 (ωB97M-V with the def2-TZVPD basis set).

The SMILES is C[C@H]1O[C@H]1CO. For the HOMO-LUMO gap, the calculation gives 11.382 eV. Its LUMO energy is 1.05 eV. The charge is 0. Its highest occupied orbital energy is -10.328 eV.

Cartesian coordinates (Å):
C (-1.5201, -1.1672, 0.4360)
C (-0.1138, -0.7407, 0.7734)
O (0.9270, -1.1715, -0.0974)
C (0.6680, 0.2300, 0.0031)
C (0.1758, 0.9286, -1.2400)
O (1.2528, 1.3491, -2.0525)
H (-1.7006, -1.1425, -0.6413)
H (-2.2483, -0.5138, 0.9285)
H (-1.6943, -2.1905, 0.7841)
H (0.1427, -0.8255, 1.8326)
H (1.4554, 0.7783, 0.5257)
H (-0.3652, 1.8394, -0.9603)
H (-0.5142, 0.2781, -1.7970)
H (1.8352, 0.5876, -2.1682)

Computed natural (NBO) charges, given in elementary charges: atom 1 (C): -0.64, atom 2 (C): 0.07, atom 3 (O): -0.50, atom 4 (C): 0.02, atom 5 (C): -0.09, atom 6 (O): -0.71, atom 7 (H): 0.22, atom 8 (H): 0.22, atom 9 (H): 0.22, atom 10 (H): 0.18, atom 11 (H): 0.19, atom 12 (H): 0.19, atom 13 (H): 0.17, atom 14 (H): 0.47

=====

Name the most stable of them. <two>.

=====

<one>
Entry from OMol25: a cluster of 2 separate species, C4H8O2 in total (ωB97M-V with the def2-TZVPD basis set).

The SMILES is C1CO1.CC=O. For the HOMO-LUMO gap, the calculation gives 11.080 eV. Its LUMO energy is 0.90 eV. The charge is 0. Its highest occupied orbital energy is -10.175 eV.

Cartesian coordinates (Å):
C (-0.7802, 0.9799, -0.5290)
C (-1.9787, 0.4358, 0.1108)
O (-1.8813, 1.8086, -0.2157)
H (0.1143, 1.2053, 0.0406)
H (-0.6074, 0.7699, -1.5889)
H (-1.9816, 0.1834, 1.1725)
H (-2.6946, -0.1171, -0.4966)
C (1.0004, -1.1193, 0.5842)
C (1.8346, -0.2403, -0.2894)
O (2.2568, 0.8404, 0.0468)
H (1.8135, -1.7395, 0.9863)
H (0.2817, -1.7462, 0.0453)
H (0.5164, -0.5802, 1.4019)
H (2.1062, -0.6809, -1.2688)

Computed natural (NBO) charges, given in elementary charges: atom 1 (C): -0.13, atom 2 (C): -0.12, atom 3 (O): -0.49, atom 4 (H): 0.21, atom 5 (H): 0.18, atom 6 (H): 0.18, atom 7 (H): 0.18, atom 8 (C): -0.73, atom 9 (C): 0.44, atom 10 (O): -0.53, atom 11 (H): 0.25, atom 12 (H): 0.23, atom 13 (H): 0.24, atom 14 (H): 0.11

=====

<two>
Entry from OMol25: a cluster of 2 separate species, C4H8O2 in total (ωB97M-V with the def2-TZVPD basis set).

The SMILES is C=CC(=C)O.O. For the HOMO-LUMO gap, the calculation gives 8.919 eV. Its LUMO energy is 0.46 eV. The charge is 0. Its highest occupied orbital energy is -8.458 eV.

Cartesian coordinates (Å):
C (1.2712, -1.1584, -0.0862)
C (0.1318, -1.6179, -0.5929)
C (-0.2784, -1.3759, -1.9806)
C (-1.5534, -1.6062, -2.3568)
O (0.6107, -0.7471, -2.7915)
H (1.9189, -0.4421, -0.5806)
H (1.6321, -1.4453, 0.8926)
H (-0.6459, -1.9112, 0.1003)
H (-1.6799, -1.7812, -3.4206)
H (-2.4536, -1.4217, -1.7943)
H (0.3406, 0.1394, -3.0282)
O (0.5506, 4.4033, 4.9850)
H (0.3345, 5.1698, 5.5242)
H (-0.1791, 3.7945, 5.1297)

Computed natural (NBO) charges, given in elementary charges: atom 1 (C): -0.35, atom 2 (C): -0.27, atom 3 (C): 0.29, atom 4 (C): -0.49, atom 5 (O): -0.71, atom 6 (H): 0.20, atom 7 (H): 0.19, atom 8 (H): 0.21, atom 9 (H): 0.20, atom 10 (H): 0.21, atom 11 (H): 0.50, atom 12 (O): -0.93, atom 13 (H): 0.47, atom 14 (H): 0.47

=====

<three>
Entry from OMol25: a cluster of 2 separate species, C4H8O2 in total (ωB97M-V with the def2-TZVPD basis set).

The SMILES is C=CO.CC=O. For the HOMO-LUMO gap, the calculation gives 9.722 eV. Its LUMO energy is 0.67 eV. The charge is 0. Its highest occupied orbital energy is -9.054 eV.

Cartesian coordinates (Å):
C (1.6059, 1.0382, 0.9659)
C (1.6545, -0.2875, 0.9804)
O (1.3285, -1.0428, -0.1165)
H (1.8553, 1.5956, 1.8613)
H (1.3005, 1.5817, 0.0782)
H (1.9506, -0.8492, 1.8664)
H (1.4675, -1.9727, 0.0912)
C (-1.9190, -0.3150, -0.3558)
C (-1.0585, 0.4133, -1.3526)
O (-0.7116, 1.5654, -1.2334)
H (-2.9525, -0.3357, -0.7255)
H (-1.8943, 0.2013, 0.6064)
H (-1.5822, -1.3499, -0.2454)
H (-0.7710, -0.1697, -2.2521)

Computed natural (NBO) charges, given in elementary charges: atom 1 (C): -0.50, atom 2 (C): 0.12, atom 3 (O): -0.70, atom 4 (H): 0.21, atom 5 (H): 0.23, atom 6 (H): 0.17, atom 7 (H): 0.48, atom 8 (C): -0.72, atom 9 (C): 0.46, atom 10 (O): -0.54, atom 11 (H): 0.24, atom 12 (H): 0.24, atom 13 (H): 0.23, atom 14 (H): 0.10

=====

<four>
Entry from OMol25: the molecule C4H8O2 (ωB97M-V with the def2-TZVPD basis set).

The SMILES is OC[C@@H]1C[C@@H]1O. For the HOMO-LUMO gap, the calculation gives 8.891 eV. Its LUMO energy is 0.59 eV. The charge is 0. Its highest occupied orbital energy is -8.303 eV.

Cartesian coordinates (Å):
O (1.2565, 0.9430, -0.8748)
C (0.7851, 1.0388, 0.4562)
C (-0.0088, -0.2662, 0.8172)
C (0.6359, -1.2371, -0.1059)
C (-1.0484, -0.3948, -0.1947)
O (-1.7721, 0.7667, -0.3839)
H (0.5623, 0.4647, -1.3553)
H (1.6666, 1.1245, 1.0990)
H (0.1767, 1.9440, 0.5354)
H (-0.2068, -0.4082, 1.8849)
H (1.7322, -1.1536, -0.1440)
H (0.2869, -2.2254, -0.3465)
H (-1.6117, -1.3158, -0.3228)
H (-2.4545, 0.7194, -1.0649)

Computed natural (NBO) charges, given in elementary charges: atom 1 (O): -0.72, atom 2 (C): -0.07, atom 3 (C): -0.35, atom 4 (C): -0.41, atom 5 (C): 0.14, atom 6 (O): -0.69, atom 7 (H): 0.47, atom 8 (H): 0.18, atom 9 (H): 0.18, atom 10 (H): 0.19, atom 11 (H): 0.22, atom 12 (H): 0.20, atom 13 (H): 0.18, atom 14 (H): 0.49

=====

Name the most stable of them. <three>.

=====

<one>
Entry from OMol25: the ion C10H16N3 with charge +1 (ωB97M-V with the def2-TZVPD basis set).

The SMILES is [H]/N=C1/C=CC[C@@H]2[C@H]1[NH+]=CN2CCC. For the HOMO-LUMO gap, the calculation gives 9.806 eV. Its LUMO energy is -3.36 eV. The charge is +1. Its highest occupied orbital energy is -13.163 eV.

Cartesian coordinates (Å):
H (-3.8052, -0.8801, 0.7247)
N (-3.4379, -0.0620, 1.0553)
C (-2.3926, 0.2385, 0.4342)
C (-1.5831, 1.4173, 0.6353)
C (-0.7611, 1.9017, -0.2516)
C (-0.6729, 1.3200, -1.5871)
C (-0.6177, -0.2795, -1.3753)
C (-1.8523, -0.7483, -0.6656)
N (-1.2864, -1.9153, 0.0421)
C (0.0109, -1.7667, 0.2212)
N (0.4688, -0.7696, -0.5124)
C (1.8285, -0.3893, -0.7231)
C (2.3998, 0.5771, 0.4025)
C (2.3803, -0.1268, 1.8057)
H (-1.4415, 1.8711, 1.6285)
H (-0.3165, 2.7985, -0.1297)
H (-1.5197, 1.5897, -2.2099)
H (0.2311, 1.5896, -2.1559)
H (-0.5115, -0.7791, -2.3271)
H (-2.6580, -1.0173, -1.3240)
H (-1.8781, -2.6541, 0.5711)
H (0.6553, -2.3141, 0.8453)
H (1.7673, 0.0530, -1.6733)
H (2.4166, -1.2157, -0.7770)
H (3.5159, 0.8543, 0.2541)
H (1.9719, 1.5056, 0.5632)
H (1.3434, -0.1223, 2.2089)
H (2.7761, -1.1805, 1.9606)
H (2.9689, 0.5043, 2.3593)

Computed natural (NBO) charges, given in elementary charges: atom 1 (H): 0.32, atom 2 (N): -0.53, atom 3 (C): 0.25, atom 4 (C): -0.26, atom 5 (C): -0.13, atom 6 (C): -0.45, atom 7 (C): -0.04, atom 8 (C): -0.12, atom 9 (N): -0.53, atom 10 (C): 0.39, atom 11 (N): -0.32, atom 12 (C): -0.21, atom 13 (C): -0.40, atom 14 (C): -0.62, atom 15 (H): 0.25, atom 16 (H): 0.22, atom 17 (H): 0.26, atom 18 (H): 0.23, atom 19 (H): 0.23, atom 20 (H): 0.25, atom 21 (H): 0.46, atom 22 (H): 0.25, atom 23 (H): 0.22, atom 24 (H): 0.22, atom 25 (H): 0.23, atom 26 (H): 0.22, atom 27 (H): 0.20, atom 28 (H): 0.21, atom 29 (H): 0.23

=====

<two>
Entry from OMol25: a cluster of 2 separate species, C10H16N3 in total (ωB97M-V with the def2-TZVPD basis set).

For the HOMO-LUMO gap, the calculation gives 7.791 eV. Its LUMO energy is -3.30 eV. The charge is +1. Its highest occupied orbital energy is -11.089 eV.

Cartesian coordinates (Å):
C (-1.7423, 1.1383, 0.6120)
C (-1.4222, 2.5916, 0.4389)
C (0.5888, -1.9185, 1.0600)
C (-2.4677, 0.4353, -0.2111)
C (-2.0161, 3.3104, -0.5278)
C (-1.4034, -2.0216, 0.0298)
C (-0.4750, -1.7750, -0.8499)
C (2.8060, 0.5844, 0.8184)
C (2.2271, 0.2639, -0.5964)
C (1.9631, -1.2446, -0.9012)
N (-3.3113, -0.0216, -0.9365)
N (0.7975, -1.6629, -0.2114)
N (-0.7256, -2.2336, 1.1926)
H (-1.3561, 0.7701, 1.5452)
H (-0.6053, 2.9839, 1.1171)
H (1.2543, -2.0081, 1.7935)
H (-2.7939, 2.7612, -1.1873)
H (-1.7382, 4.4294, -0.5069)
H (-2.4489, -2.2806, -0.1331)
H (-0.5546, -1.5571, -1.9180)
H (2.2180, 0.2183, 1.6626)
H (3.7477, 0.0254, 0.9824)
H (3.0765, 1.6007, 0.8539)
H (3.0822, 0.5621, -1.2169)
H (1.3729, 0.8227, -0.8037)
H (1.5968, -1.3297, -1.9124)
H (2.8506, -1.6885, -0.6407)
H (-3.3073, -0.6377, -1.6271)
H (-1.2137, -2.1182, 2.0737)

Computed natural (NBO) charges, given in elementary charges: atom 1 (C): -0.52, atom 2 (C): -0.21, atom 3 (C): 0.28, atom 4 (C): 0.47, atom 5 (C): -0.40, atom 6 (C): -0.03, atom 7 (C): -0.05, atom 8 (C): -0.61, atom 9 (C): -0.39, atom 10 (C): -0.22, atom 11 (N): -0.62, atom 12 (N): -0.26, atom 13 (N): -0.47, atom 14 (H): 0.24, atom 15 (H): 0.22, atom 16 (H): 0.23, atom 17 (H): 0.21, atom 18 (H): 0.23, atom 19 (H): 0.27, atom 20 (H): 0.25, atom 21 (H): 0.19, atom 22 (H): 0.21, atom 23 (H): 0.24, atom 24 (H): 0.23, atom 25 (H): 0.22, atom 26 (H): 0.23, atom 27 (H): 0.23, atom 28 (H): 0.38, atom 29 (H): 0.45

=====

<three>
Entry from OMol25: the ion C10H16N3 with charge +1 (ωB97M-V with the def2-TZVPD basis set).

The SMILES is [H]/N=C(/C[C@H]1C[C@H]1C)c1c[nH]c(C)[nH+]1. For the HOMO-LUMO gap, the calculation gives 9.773 eV. Its LUMO energy is -3.38 eV. The charge is +1. Its highest occupied orbital energy is -13.149 eV.

Cartesian coordinates (Å):
H (1.3145, 0.6965, -3.7766)
N (1.4030, -0.2448, -3.3752)
C (1.0966, -0.2476, -2.1480)
C (0.9266, -1.5855, -1.5323)
C (-0.3733, -1.7803, -0.7821)
C (-0.5311, -2.9465, 0.1248)
C (-0.7296, -1.5145, 0.6084)
C (0.1851, -1.0735, 1.7061)
C (0.8812, 1.0119, -1.2664)
C (1.7733, 1.9263, -0.7786)
N (1.0057, 2.8670, -0.0689)
C (-0.2234, 2.3685, 0.0933)
C (-1.3130, 3.1892, 0.6337)
N (-0.2897, 1.2139, -0.6438)
H (1.7955, -1.7132, -0.7443)
H (1.0826, -2.3759, -2.3754)
H (-1.2822, -1.6924, -1.4937)
H (0.3272, -3.4676, 0.5732)
H (-1.3776, -3.6007, 0.1222)
H (-1.6600, -1.0744, 0.7192)
H (1.0117, -1.6744, 1.6775)
H (0.4297, -0.0803, 1.5829)
H (-0.2225, -1.2116, 2.6219)
H (2.7595, 2.1224, -1.1977)
H (1.5442, 3.5904, 0.4908)
H (-0.8867, 4.1941, 0.5537)
H (-2.2400, 3.1645, 0.1113)
H (-1.4365, 2.9261, 1.6450)
H (-1.0727, 0.7011, -0.9306)

Computed natural (NBO) charges, given in elementary charges: atom 1 (H): 0.34, atom 2 (N): -0.53, atom 3 (C): 0.26, atom 4 (C): -0.46, atom 5 (C): -0.26, atom 6 (C): -0.40, atom 7 (C): -0.23, atom 8 (C): -0.59, atom 9 (C): 0.10, atom 10 (C): -0.07, atom 11 (N): -0.47, atom 12 (C): 0.46, atom 13 (C): -0.66, atom 14 (N): -0.46, atom 15 (H): 0.23, atom 16 (H): 0.28, atom 17 (H): 0.22, atom 18 (H): 0.22, atom 19 (H): 0.23, atom 20 (H): 0.20, atom 21 (H): 0.21, atom 22 (H): 0.17, atom 23 (H): 0.23, atom 24 (H): 0.27, atom 25 (H): 0.47, atom 26 (H): 0.25, atom 27 (H): 0.27, atom 28 (H): 0.26, atom 29 (H): 0.46

=====

Name the most stable of them. <one>.